[1]
The following is a DFT calculation (ωB97M-V/def2-TZVPD) of C3H4N2O3 in the gas phase at a distorted geometry.

structure (SMILES) = [H]/N=C(/N)C(=O)C(=O)O
energy = -12297.394 eV
max |F| = 6.1 eV/A
relative energy (zero: lowest compared OMol25 entry of this formula, charge and spin) = 154.5 kJ/mol
HOMO-LUMO gap = 0.31690 Ha
HOMO = -0.36780 Eh

```
! wB97M-V def2-TZVPD RIJCOSX def2/J DEFGRID3
* xyz 0 1
H -1.5574 -0.4507 -0.7535
N -1.0427 -0.8789 -1.5506
C 0.2403 -0.7503 -1.1607
N 1.2991 -1.2006 -1.9694
C 0.3355 0.1365 0.0322
O 1.5279 0.4161 0.3513
C -0.7062 0.6098 1.0885
O -1.7711 0.0539 1.2563
O -0.1952 1.5262 1.9468
H 2.1935 -0.9096 -1.6632
H 1.0806 -1.4825 -2.9393
H 0.7783 1.4536 1.8014
*
```



[2]
The following is a DFT calculation (ωB97M-V/def2-TZVPD) of C3H11N3O in the gas phase at a distorted geometry.

structure (SMILES) = CCC(N)(N)[NH2+][O-]
energy = -9804.595 eV
max |F| = 2.8 eV/A
relative energy (zero: lowest compared OMol25 entry of this formula, charge and spin) = 328.6 kJ/mol
HOMO-LUMO gap = 0.34241 Ha
HOMO = -0.31654 Eh

```
! wB97M-V def2-TZVPD RIJCOSX def2/J DEFGRID3
* xyz 0 1
C 0.3526 -1.3574 1.4757
C 1.0029 -0.2080 0.7170
C 0.1559 0.1865 -0.6479
N 0.9107 1.0637 -1.4337
N -0.4855 -0.8495 -1.2531
N -1.1651 1.0462 0.0768
O -2.2552 0.2580 -0.0194
H 0.2636 -2.2276 0.8264
H 0.9509 -1.6411 2.3418
H -0.6552 -1.0902 1.7964
H 1.9795 -0.5198 0.3420
H 1.1882 0.6512 1.3712
H 0.4451 1.4039 -2.2646
H 1.3937 1.7863 -0.9316
H -1.5543 -0.7615 -0.7731
H -0.4438 -0.7933 -2.2654
H -0.7929 1.1084 1.0599
H -1.2909 1.9441 -0.4184
*
```



[3]
The following is a DFT calculation (ωB97M-V/def2-TZVPD) of 7 unconnected molecules or ions with the total composition C35H56F5N3O24PS7.

energy = -189525.770 eV
max |F| = 0.8 eV/A
HOMO-LUMO gap = 0.24113 Ha
HOMO = -0.38504 Eh

```
! wB97M-V def2-TZVPD RIJCOSX def2/J DEFGRID3
* xyz 1 1
C 3.8428 2.2132 3.1644
C 4.1001 1.7387 1.7182
C 3.2649 2.4561 0.6423
C 1.9852 1.7454 0.1667
C 1.2377 1.1124 1.3513
C 2.2650 0.6919 -0.8823
N 3.5045 0.2868 -0.9445
N 3.8436 -0.6801 -1.7932
C 5.3101 -1.0548 -1.7089
F 5.8879 -0.1252 -0.9369
F 5.8088 -0.9210 -2.9560
C 5.5127 -2.4244 -1.1262
C 6.3218 -3.3647 -1.7520
C 6.5127 -4.6036 -1.1535
C 5.8976 -4.9018 0.0552
C 5.0881 -3.9527 0.6681
C 4.4393 -4.2412 1.9995
F 3.2133 -3.6612 2.0848
F 4.2750 -5.5672 2.2000
F 5.1828 -3.7581 3.0193
C 4.8920 -2.7116 0.0833
C 2.9981 -1.2926 -2.6209
C 3.4207 -2.4140 -3.5142
C 1.6500 -0.8598 -2.6196
P 0.4596 -1.7324 -3.7127
S -0.3570 -3.2836 -2.8876
C 1.2528 0.1464 -1.7545
C -0.1508 0.6650 -1.7025
C -1.1078 -0.2404 -0.8747
C -2.1757 0.5894 -0.1593
C -2.9543 -0.2424 0.8615
C -4.1510 -1.0071 0.2571
N -4.3657 -2.3508 0.7811
H 3.4396 1.4058 3.7786
H 3.0857 2.9991 3.1836
H 4.7520 2.5815 3.6325
H 5.1481 1.9390 1.4852
H 3.9983 0.6546 1.6480
H 2.9152 3.4032 1.0492
H 3.9052 2.6773 -0.2121
H 1.3677 2.5312 -0.2756
H 0.2074 0.8647 1.1171
H 1.7277 0.1933 1.6798
H 1.2083 1.8183 2.1815
H 6.8045 -3.1397 -2.6946
H 7.1499 -5.3296 -1.6387
H 6.0528 -5.8645 0.5213
H 4.2654 -1.9775 0.5750
H 3.2175 -2.1018 -4.5406
H 4.4520 -2.7183 -3.4398
H 2.7751 -3.2741 -3.3150
H 1.1802 -2.0180 -4.8753
H -0.4117 -0.7133 -4.1089
H -0.1855 1.6864 -1.3329
H -0.5313 0.7019 -2.7243
H -0.5432 -0.8196 -0.1445
H -1.6101 -0.9197 -1.5642
H -1.7028 1.4341 0.3527
H -2.8519 1.0384 -0.8956
H -3.3237 0.4277 1.6345
H -2.2615 -0.9563 1.3134
H -4.0333 -1.0663 -0.8286
H -5.0352 -0.4021 0.4631
H -4.0980 -2.4074 1.7541
H -3.8279 -3.0319 0.2647
C 3.4184 7.8227 1.4940
C 1.9944 8.3430 1.4987
O 1.3583 7.5929 0.4431
S 1.9753 6.1266 0.3713
O 1.1342 5.2249 1.0815
O 2.3448 5.8572 -0.9713
O 3.2676 6.4094 1.2498
H 4.0088 8.2553 0.6861
H 3.9268 7.9622 2.4430
H 1.9229 9.4013 1.2685
H 1.4844 8.1289 2.4387
C -4.5795 1.4561 5.8267
C -4.5170 -0.0360 6.0871
O -3.4890 -0.4915 5.1878
S -2.3651 0.6272 5.0319
O -1.2622 0.3435 5.8775
O -2.1725 0.8444 3.6413
O -3.1971 1.8292 5.6537
H -5.1256 1.6891 4.9115
H -4.9908 2.0171 6.6603
H -5.4432 -0.5497 5.8489
H -4.2152 -0.2609 7.1109
C -1.7495 -6.9372 2.9410
C -2.0125 -5.4487 3.0620
O -2.5017 -5.0853 1.7619
S -3.3601 -6.2896 1.1439
O -4.7377 -6.0692 1.3873
O -2.8733 -6.5421 -0.1637
O -2.8449 -7.4172 2.1492
H -0.8160 -7.1429 2.4149
H -1.7567 -7.4505 3.8980
H -1.1169 -4.8723 3.2749
H -2.7814 -5.2307 3.8051
C -8.2100 0.7586 -0.5446
C -9.3511 0.3244 0.3542
O -8.8341 0.5352 1.6787
S -7.8753 1.8062 1.6958
O -8.5851 2.9492 2.1397
O -6.6511 1.4260 2.3116
O -7.6698 1.9155 0.1180
H -7.4337 -0.0056 -0.6097
H -8.5361 1.0450 -1.5400
H -9.6089 -0.7240 0.2414
H -10.2376 0.9452 0.2174
C -2.3170 7.1163 -0.0077
C -1.4284 7.2968 -1.2221
O -2.3506 7.5660 -2.2855
S -3.6021 8.3929 -1.7296
O -3.4093 9.7775 -1.9633
O -4.7842 7.7342 -2.1485
O -3.3356 8.1103 -0.1778
H -2.7838 6.1300 0.0118
H -1.7970 7.2952 0.9291
H -0.8528 6.4070 -1.4629
H -0.7594 8.1507 -1.1102
C 3.3213 -6.2611 -5.8736
C 3.5481 -6.5042 -7.3528
O 3.0493 -5.3042 -7.9723
S 3.3201 -4.0510 -7.0444
O 4.5013 -3.3767 -7.4422
O 2.1067 -3.3320 -6.8596
O 3.6436 -4.8662 -5.7028
H 2.2804 -6.4183 -5.5886
H 3.9747 -6.8540 -5.2405
H 2.9916 -7.3526 -7.7379
H 4.6063 -6.6106 -7.5937
*
```



[4]
The following is a DFT calculation (ωB97M-V/def2-TZVPD) of a molecular structure, C15H16ClIrN3O5S2 at a distorted geometry.

energy = -67550.878 eV
max |F| = 2.2 eV/A
relative energy (zero: lowest compared OMol25 entry of this formula, charge and spin) = 76.0 kJ/mol
HOMO-LUMO gap (alpha / beta) = 0.21440 / 0.23629 Ha
<S²> = 6.0253
HOMO (alpha / beta) = -0.12343 / -0.17897 Eh

```
! wB97M-V def2-TZVPD RIJCOSX def2/J DEFGRID3
* xyz -1 5
Ir 0.4893 0.5536 0.1071
S 0.5746 0.5286 2.5703
C 2.2870 0.5991 2.8961
C 2.6826 0.6587 4.2352
C 4.0134 0.7121 4.5905
C 4.9913 0.7049 3.6033
C 4.6219 0.6475 2.2773
C 3.2780 0.5964 1.8943
S 2.9384 0.5307 0.1870
H 1.9172 0.6616 4.9974
H 4.2961 0.7601 5.6333
H 6.0376 0.7478 3.8771
H 5.3739 0.6418 1.5019
C -0.4910 0.7901 -4.8698
O -1.5241 1.0075 -3.9176
C -1.1313 0.8398 -2.6317
O 0.0105 0.5767 -2.3362
N -2.1854 0.9376 -1.7980
N -2.0068 0.8920 -0.4118
H -0.9789 0.7578 -5.8407
H 0.0183 -0.1545 -4.6643
H 0.2430 1.5983 -4.8340
H -3.0530 1.2851 -2.1954
H -2.7014 0.2927 0.0209
H -1.9930 1.8331 -0.0118
O 1.2224 4.3300 0.0302
N 0.0703 4.0068 -0.1573
O -0.8360 4.8183 -0.2832
O -0.2475 2.7862 -0.2408
Cl -5.4804 -3.3149 -0.3134
C -3.7846 -2.9085 -0.3037
C -3.0317 -3.0997 0.8493
C -1.7041 -2.7446 0.8551
C -1.0685 -2.1831 -0.2776
C 0.2862 -1.7461 -0.2398
C -1.8529 -2.0991 -1.4513
C -3.1884 -2.4229 -1.4606
H -3.4950 -3.5256 1.7288
H -1.1164 -2.9015 1.7475
H 0.7973 -1.7378 -1.1961
H 0.8796 -2.1804 0.5565
H -1.3878 -1.7483 -2.3593
H -3.7706 -2.3266 -2.3649
*
```



> energy of number 2 (C3H11N3O)?

-9804.595 eV



> Which of these has the lowest energy?

C35H56F5N3O24PS7